The following is a quantum chemistry calculation of 2 unconnected molecules or ions with the total composition C5H14N2O, from the OMol25 dataset.

```
22
Properties=species:S:1:pos:R:3
C -1.98 -0.93 1.05
C -1.11 -0.46 0.14
C -1.33 0.96 -0.31
C -0.19 1.91 -0.79
N 1.09 1.75 -0.12
N -0.06 -1.25 -0.30
C 0.55 -1.04 -1.60
H -2.56 -0.35 1.75
H -2.11 -1.98 1.30
H -1.72 1.47 0.58
H -2.06 1.01 -1.13
H -0.13 1.73 -1.86
H -0.44 2.97 -0.70
H 1.04 2.02 0.85
H 1.45 0.80 -0.08
H -0.07 -2.18 0.08
H 1.39 -0.37 -1.50
H -0.15 -0.80 -2.40
H 1.11 -1.94 -1.89
O 2.22 -0.78 1.80
H 2.67 -1.49 1.39
H 1.25 -0.69 1.66
```

LUMO energy in hartree: 0.026
Molecular weight in g mol⁻¹: 118.18
Orbital gap in eV: 8.7322
HOMO level in eV: -8.018
Energy above the lowest of the compared OMol25 structures with the same formula, charge and spin in kJ/mol: 268.6
Charge: 0

Löwdin atomic charge list, values in e, 5 entries:
1. C 0.0089
2. C -0.3954
3. C -0.1427
4. C -0.2768
5. N 0.0000